Arrangement w

13
Properties=species:S:1:pos:R:3:mulliken_charge:R:1 method="wB97M-V/def2-TZVPD" homo_lumo_gap_ev=10.45 lumo_ha=0.027 smiles="C/C=N/O.O=NO" e_homo_ev=-9.7 charge=0
C -1.84316 -0.82081 0.35169 -0.82
C -1.30834 0.47121 -0.29146 -0.09
N -0.08271 0.63099 -0.07460 -0.33
O 0.58392 1.75446 -0.57846 -0.35
H -2.89310 -1.07664 0.08377 0.29
H -1.08435 -1.43362 -0.16579 0.19
H -1.52559 -0.74262 1.39083 0.29
H -1.82143 1.24788 -0.84978 0.47
H 1.13617 2.00217 0.13542 0.36
O 3.48980 -0.12654 0.79503 -0.40
N 2.40765 -0.04646 0.34817 0.30
O 2.02463 -1.15026 -0.49190 -0.43
H 0.91650 -0.70976 -0.65292 0.51


Arrangement x

13
Properties=species:S:1:pos:R:3:mulliken_charge:R:1 method="wB97M-V/def2-TZVPD" homo_lumo_gap_ev="10.01 / 10.01" lumo_ha="0.014 / 0.014" e_homo_ev="-9.6 / -9.6" charge=0
C -0.28662 -1.13887 0.32855 -1.07
C 0.08831 0.32946 0.34171 -0.09
N 0.03997 0.92097 -0.97937 -0.22
N -0.86283 2.46388 -0.80425 1.04
O -1.59824 2.40838 0.09186 -0.55
O -0.75849 3.14566 -1.74616 -0.57
O 1.29061 1.37793 -1.44419 -0.37
H 0.34162 -1.71062 -0.43304 0.28
H 0.12355 -1.67476 1.26005 0.32
H -1.34624 -1.46211 -0.03834 0.27
H -0.53866 0.98082 1.01860 0.32
H 1.11857 0.43598 0.76860 0.30
H 1.22728 1.45741 -2.34651 0.33


Arrangement y

13
Properties=species:S:1:pos:R:3:mulliken_charge:R:1 method="wB97M-V/def2-TZVPD" homo_lumo_gap_ev=10.95 lumo_ha=0.019 smiles="NC(=O)NC=O.O" e_homo_ev=-10.4 charge=0
N 0.86691 1.06473 0.68118 -0.50
C 1.34613 -0.21928 0.88577 0.45
O 2.33101 -0.53283 1.49445 -0.56
N 0.58749 -1.15905 0.18636 -0.12
C -0.49162 -0.88397 -0.70770 0.01
O -0.55948 0.05017 -1.43558 -0.42
H 1.38905 1.80260 1.15495 0.27
H 0.95187 1.43329 -0.26625 0.25
H 0.80105 -2.13664 0.28847 0.22
H -1.20969 -1.71135 -0.67236 0.39
O -3.16068 1.27488 -0.87606 -0.61
H -3.92426 0.79876 -1.19726 0.31
H -2.62730 0.58306 -0.46253 0.29


Name the most stable of them. arrangement y.


Arrangement w

7
Properties=species:S:1:pos:R:3:mulliken_charge:R:1 method="wB97M-V/def2-TZVPD" homo_lumo_gap_ev=9.20 lumo_ha=-0.034 smiles="O=PS.O" e_homo_ev=-10.1 charge=0
O 2.15121 -1.44896 -0.30127 -0.42
P 3.26549 -0.58203 -0.06315 0.46
S 2.59367 1.47154 -0.26606 -0.29
H 1.28325 1.06306 -0.16975 0.22
O -0.56192 -0.19839 0.26598 -0.64
H 0.28644 -0.68079 0.18873 0.36
H -1.16334 -0.66012 0.93196 0.31


Arrangement x

7
Properties=species:S:1:pos:R:3:mulliken_charge:R:1 method="wB97M-V/def2-TZVPD" homo_lumo_gap_ev=10.38 lumo_ha=0.005 smiles="O=PO.S" e_homo_ev=-10.3 charge=0
O 3.64023 1.28202 -0.55127 -0.41
P 3.65375 0.08653 0.25529 0.46
O 2.15356 -0.50507 0.20120 -0.42
H 1.23727 -0.20600 -0.15852 0.38
S -1.91848 0.80765 -0.18012 -0.34
H -1.95364 -0.49358 0.03229 0.16
H -1.64092 1.21238 1.05237 0.17


Name the most stable of them. arrangement x.


Arrangement w

16
Properties=species:S:1:pos:R:3:mulliken_charge:R:1 method="wB97M-V/def2-TZVPD" homo_lumo_gap_ev=11.75 lumo_ha=-0.116 e_homo_ev=-14.9 charge=+1
N 1.12940 -0.82007 -1.06040 -0.34
C 0.28869 -1.25201 -0.10525 0.58
N -0.41187 -0.43326 0.69278 -0.34
N 0.10541 -2.56896 -0.02485 -0.40
H 1.23389 0.18393 -1.14665 0.21
H 1.87590 -1.44620 -1.31021 0.26
H -1.25581 -0.87559 1.06554 0.25
H -0.62591 0.51574 0.41797 0.31
H 0.38777 -3.24504 -0.74244 0.23
H -0.53863 -2.99082 0.62264 0.22
H -1.76866 0.90117 2.68360 0.31
H -0.95819 2.14989 2.97028 0.32
O -1.16498 1.53019 2.26306 -0.62
H 0.97803 2.16114 -2.46196 0.33
H 0.42703 3.56788 -1.90056 0.33
O 0.29795 2.62201 -1.96355 -0.64


Arrangement x

16
Properties=species:S:1:pos:R:3:mulliken_charge:R:1 method="wB97M-V/def2-TZVPD" homo_lumo_gap_ev=11.89 lumo_ha=-0.111 e_homo_ev=-14.9 charge=+1
N 1.09509 0.97975 0.90034 -0.31
C 1.69162 0.22760 -0.00320 0.78
N 0.99608 -0.74048 -0.62992 -0.37
N 2.97516 0.40429 -0.32306 -0.36
H 0.08905 0.88003 0.99728 0.17
H 1.57008 1.50627 1.61363 0.24
H 1.36995 -1.20240 -1.43722 0.21
H 0.20181 -1.07444 -0.10865 0.21
H 3.61055 0.96178 0.22278 0.21
H 3.36825 0.03645 -1.17207 0.20
H -2.58765 0.87056 0.22904 0.33
H -1.80720 1.00066 -1.08136 0.31
O -1.80927 1.28304 -0.16231 -0.65
H -3.51164 -1.56384 1.06111 0.33
H -4.01150 -2.02727 -0.22010 0.32
O -3.24038 -1.54200 0.11371 -0.65


Name the most stable of them. arrangement x.